85
Properties=species:S:1:pos:R:3 method="wB97M-V/def2-TZVPD" gap_ha=0.331 smiles=B[C@@H](Cl)CC.c1ccccc1.c1ccccc1.c1ccccc1.c1ccccc1.c1ccccc1.c1ccccc1 max_force_ev_per_a=0.71 mol_weight_g_mol=559.05 lumo_energy_ev=-0.176 e_homo_ev=-9.19 energy_ha=-1997.4850
B 0.094 0.041 -1.464
C 1.113 0.614 -2.501
Cl 0.369 1.925 -3.475
C 2.472 1.058 -1.903
C 3.602 0.161 -2.403
H -1.063 -0.020 -1.739
H 0.465 -0.389 -0.417
H 1.302 -0.207 -3.202
H 2.647 2.098 -2.165
H 2.406 0.985 -0.818
H 3.573 0.101 -3.492
H 3.446 -0.841 -2.004
H 4.582 0.537 -2.119
C 1.940 0.294 -8.793
C 1.564 0.438 -7.465
C 1.658 1.676 -6.843
C 2.130 2.770 -7.555
C 2.509 2.627 -8.883
C 2.414 1.389 -9.502
H 1.862 -0.671 -9.277
H 1.196 -0.417 -6.912
H 1.363 1.786 -5.806
H 2.202 3.737 -7.074
H 2.880 3.481 -9.435
H 2.708 1.277 -10.538
C 5.777 -5.188 -0.450
C 6.136 -3.853 -0.597
C 5.260 -2.857 -0.191
C 4.027 -3.192 0.348
C 3.666 -4.522 0.486
C 4.542 -5.523 0.092
H 6.461 -5.968 -0.758
H 7.095 -3.593 -1.025
H 5.528 -1.813 -0.292
H 3.343 -2.413 0.661
H 2.697 -4.771 0.900
H 4.264 -6.563 0.203
C -0.636 -4.178 3.898
C -1.370 -3.139 3.343
C -0.717 -2.063 2.757
C 0.670 -2.027 2.728
C 1.404 -3.064 3.288
C 0.751 -4.141 3.871
H -1.146 -5.018 4.351
H -2.451 -3.166 3.368
H -1.289 -1.252 2.324
H 1.178 -1.187 2.269
H 2.487 -3.033 3.267
H 1.324 -4.950 4.306
C -3.747 0.016 0.073
C -3.645 1.336 -0.341
C -4.779 2.134 -0.404
C -6.015 1.611 -0.054
C -6.118 0.289 0.355
C -4.985 -0.509 0.420
H -2.861 -0.605 0.124
H -2.680 1.743 -0.616
H -4.698 3.165 -0.725
H -6.899 2.234 -0.097
H -7.084 -0.117 0.628
H -5.065 -1.539 0.741
C 4.086 1.868 1.828
C 3.427 0.915 2.593
C 2.713 1.299 3.719
C 2.661 2.638 4.081
C 3.324 3.590 3.318
C 4.036 3.206 2.190
H 4.637 1.564 0.947
H 3.474 -0.130 2.311
H 2.199 0.556 4.315
H 2.104 2.940 4.958
H 3.285 4.634 3.603
H 4.550 3.949 1.594
C -6.713 1.248 3.666
C -6.334 2.583 3.685
C -7.154 3.528 4.285
C -8.354 3.139 4.864
C -8.736 1.805 4.839
C -7.914 0.860 4.241
H -6.071 0.514 3.199
H -5.400 2.885 3.229
H -6.858 4.569 4.302
H -8.993 3.876 5.333
H -9.674 1.502 5.287
H -8.212 -0.181 4.221